1.
A molecular structure, C53H50ClFO2PbS2Se in a non-equilibrium geometry, computed with the ωB97M-V functional and the def2-TZVPD basis.

Structure (XYZ):
```
111
Properties=species:S:1:pos:R:3:forces:R:3:mulliken_charge:R:1
Pb -2.5904 -0.4781 -0.2607 0.0 0.2 0.1 0.910
Se -3.3509 -2.4250 -1.9956 -0.2 -0.3 0.1 -0.568
Cl -2.0589 -1.6459 -3.5838 0.3 0.0 -0.2 -0.309
S 0.3584 -1.4535 1.1367 0.7 1.1 0.6 1.495
S 1.2232 2.0959 0.3382 -0.2 -0.4 -0.7 1.347
F -0.4231 0.1279 5.6611 -0.6 -0.2 0.0 -0.434
O -1.0043 -2.0070 0.8079 0.1 -0.6 -0.1 -0.869
O 1.3764 3.4714 0.8901 -0.1 0.0 -0.3 -0.846
C -3.1929 2.9685 -1.3874 0.0 -0.2 -0.5 0.589
C 0.7412 1.4536 -2.3015 0.0 0.1 -0.2 0.375
C -2.6785 0.6382 2.8354 1.3 -0.6 1.6 -0.216
C 4.3815 -2.1272 1.2477 0.1 -0.8 -0.2 -0.840
C 2.6399 -1.5861 -2.8418 0.5 0.9 0.4 0.918
C -4.0087 2.8126 -0.2729 0.2 1.3 1.2 1.269
C 2.0779 -4.3896 4.0832 -0.3 -0.4 0.6 1.115
C -3.0822 -1.5353 3.7893 0.2 -0.1 0.9 -0.539
C 1.3230 -1.5262 -0.3843 -0.1 -0.6 -0.5 1.011
C 0.9448 1.5049 -3.6725 -0.3 0.1 -0.3 -1.037
C 2.8894 2.9095 -3.2813 0.5 0.3 0.9 -0.797
C 3.1708 -0.8087 -1.7504 0.3 -0.3 -0.3 0.750
C -3.9706 -1.0424 1.5312 -0.7 0.0 -1.1 -1.751
C 5.9725 -2.0085 3.0994 0.2 0.9 -0.5 -0.758
C 1.2807 -3.9369 1.8734 -0.7 0.5 -0.7 -0.827
C 1.1859 -2.6097 2.2374 -0.8 0.7 -0.9 -0.037
C -5.0715 1.9437 -0.2546 -1.4 -0.8 -0.4 1.068
C 5.1087 -0.1720 -3.0640 -0.7 0.4 -0.4 -0.976
C 1.9916 -3.0314 4.4018 0.9 -1.3 1.0 -1.055
C 4.5583 -0.9000 -4.1538 1.1 0.4 -0.8 -0.387
C -1.4699 -0.0865 4.8031 0.5 0.5 -0.4 0.366
C 2.4516 -5.4060 5.1620 -0.1 -0.3 -1.2 -1.601
C 5.5505 -0.7316 3.3995 -0.6 0.3 0.5 -0.695
C -2.1534 4.0464 -1.4155 0.5 0.1 1.0 -2.207
C -6.5800 0.2110 -1.4641 -0.8 0.8 -0.4 -2.236
C 2.5026 -0.8143 -0.5113 -1.4 -0.4 0.3 -0.315
C 1.5434 -2.1307 3.4873 -0.3 0.6 -0.3 0.035
C 3.9652 1.1788 3.0317 -0.2 0.7 -0.1 -1.104
C -1.7198 0.8703 3.8524 -0.8 0.7 -0.8 -1.049
C 0.7737 -2.2698 -1.4533 1.1 0.6 0.0 -0.853
C -5.9540 1.9321 0.9701 0.7 -1.2 0.9 -1.996
C 1.6890 -4.8235 2.8134 1.2 -1.1 0.9 -0.851
C -5.3838 1.1642 -1.3993 -0.4 -0.6 1.0 1.207
C 3.8860 -0.8231 1.5631 1.0 0.3 0.2 0.764
C 1.5783 2.1547 -1.4445 0.8 0.1 0.6 -0.253
C -4.8395 0.5679 -3.8127 -0.5 -0.1 -0.1 -1.908
C 4.4428 -0.1241 2.6980 0.4 -0.5 -0.4 1.088
C -3.4677 2.1659 -2.4773 -0.1 -0.3 -1.1 1.652
C 3.0439 1.8397 2.2345 0.6 -1.5 0.0 -1.056
C -2.1958 -1.2470 4.8319 0.2 -0.9 0.4 -0.525
C -3.2702 -0.6248 2.7458 -0.1 0.1 0.1 0.672
C 2.0171 2.2509 -4.1399 0.2 -0.2 0.5 1.649
C -3.8738 3.7662 0.9094 -1.8 -0.3 1.0 -2.263
C 4.3865 -0.0810 -1.9165 0.1 -0.8 -0.4 -0.713
C 2.9867 -0.1361 0.7024 0.5 0.8 0.6 -1.224
C -4.5600 1.2756 -2.4998 0.2 0.2 -0.7 0.907
C 3.3741 -1.5701 -4.0577 0.4 0.1 0.0 -1.277
C 5.3841 -2.6933 1.9974 -0.1 -0.7 0.1 -0.572
C 2.6899 2.8866 -1.8944 -0.3 -0.3 -0.1 -0.476
C 1.4251 -2.2720 -2.6680 -0.6 -0.6 0.5 -1.094
C 2.2650 2.3670 -5.5769 -0.3 -0.3 -1.3 -1.984
C 2.6282 1.1475 1.0461 -0.8 1.3 0.6 0.921
C -2.7317 2.2650 -3.7848 -0.4 0.6 -0.9 -2.289
H -4.1842 -2.1064 1.5374 -0.2 -0.1 0.0 0.683
H -3.9943 3.2966 1.9185 0.3 0.0 -0.9 0.442
H 1.8224 -5.8757 2.5664 -0.3 0.1 0.0 0.312
H 1.8165 1.4998 -6.0859 0.2 0.4 -0.1 0.387
H -2.0338 3.0812 -3.8317 0.4 0.2 0.1 0.422
H 6.8633 -2.4081 3.5856 -0.4 -0.1 0.0 0.427
H 3.4464 -5.2288 5.5620 0.1 0.0 0.0 0.339
H 6.0010 0.4543 -3.1558 -0.2 -0.5 -0.2 0.379
H -3.6512 -2.4764 3.8402 0.4 0.5 -0.3 0.391
H 0.2529 1.0138 -4.4081 0.8 0.3 1.0 0.134
H -1.2001 1.8189 3.9119 0.1 0.0 -0.1 0.467
H 5.7121 -3.7313 1.7542 -0.2 1.0 0.2 0.360
H 3.0342 -2.0936 -4.9347 -0.4 -0.2 0.0 0.509
H 2.3325 -2.7442 5.3992 -0.3 0.2 -0.3 0.440
H -1.9742 -1.9291 5.6590 -0.3 0.0 -0.4 0.409
H 2.3826 -6.4324 4.7559 0.3 0.5 0.1 0.367
H -2.2201 1.3554 -4.0872 0.1 -0.2 0.2 0.154
H -2.9649 4.3058 0.9375 0.9 0.5 -0.1 0.523
H -7.2376 0.2049 -0.5783 0.6 0.0 -0.3 0.328
H 6.0182 -0.1194 4.2103 -0.4 -0.8 -0.7 0.353
H -3.4434 2.4662 -4.6172 0.3 -0.1 0.5 0.425
H -5.6538 -0.1379 -3.7708 -0.2 -0.3 0.4 0.459
H -5.3380 1.6165 1.8414 -0.2 0.6 -0.3 0.310
H -3.9781 -0.0227 -4.1202 0.0 0.3 -0.2 0.242
H 1.7343 -5.3915 5.9636 -0.3 0.3 0.5 0.367
H -4.8764 -0.4775 1.2770 0.1 -0.1 0.3 0.231
H -1.6918 4.2206 -2.3749 0.1 -0.2 -0.2 0.340
H 0.9776 -2.8684 -3.4601 0.3 0.2 -0.1 0.395
H 4.3404 1.7080 3.9237 -0.1 -0.5 -0.4 0.318
H -2.6377 4.9784 -1.1214 0.2 0.1 0.0 0.475
H 5.1318 -0.8754 -5.1084 -0.6 -0.2 0.7 0.353
H 4.8272 0.4921 -1.1380 -0.1 0.4 0.9 0.601
H -1.3438 3.8587 -0.6710 -0.4 0.1 -0.5 0.271
H 3.7499 3.4169 -3.7454 -0.4 -0.1 0.5 0.368
H -2.8583 1.4060 2.1109 -0.1 0.2 -0.4 0.909
H 1.7498 3.2672 -5.9288 0.2 -0.1 -0.3 0.342
H -6.7053 1.1551 0.9788 -0.3 0.0 -0.4 0.299
H 2.5941 2.8174 2.4772 0.5 -0.7 -0.2 0.645
H -7.2497 0.5413 -2.2957 0.5 -0.2 0.5 0.516
H 1.4449 -1.0930 3.7897 -0.1 0.0 -0.4 0.748
H -6.4383 2.8684 1.2077 0.0 0.4 -0.1 0.432
H 0.9373 -4.2699 0.8968 0.1 0.1 0.1 0.442
H -0.1050 -2.8392 -1.2562 -0.7 -0.2 -0.2 0.845
H -5.1660 1.2543 -4.6226 0.6 -0.1 0.4 0.332
H -4.7342 4.4984 0.9341 0.9 -0.5 -0.4 0.303
H 3.9882 -2.7589 0.4077 0.2 1.1 0.8 0.217
H 3.3596 3.3547 -1.1408 -0.5 -0.2 -0.8 0.473
H -6.3002 -0.8159 -1.6991 0.2 0.0 0.1 0.323
H -0.0435 0.8270 -1.9281 -0.5 -0.1 0.4 0.455
H 3.3300 2.4192 -5.8262 -0.2 0.1 0.0 0.417
```
Forces are in eV/Å.

---

2.
8 unconnected molecules or ions with the total composition C53H50FN12O18S in a non-equilibrium geometry, computed with the ωB97M-V functional and the def2-TZVPD basis.

Structure (XYZ):
```
135
Properties=species:S:1:pos:R:3:forces:R:3:mulliken_charge:R:1
S -4.4273 0.8437 5.2516 -1.8 -5.8 -2.6 -0.034
F -4.6259 -0.6154 2.2197 2.3 -2.8 -0.1 -0.411
O 6.4459 2.9308 2.3933 -1.4 -0.7 -1.0 -0.619
O -1.4602 -2.4728 3.5122 -1.2 4.2 2.3 -0.225
O -2.8060 -0.5448 -3.9339 1.1 1.0 1.5 -0.583
O -13.4319 -8.0743 3.1532 1.9 0.1 0.2 -0.573
O 8.6622 5.4105 -4.5011 -1.3 -0.5 1.3 -0.585
O 2.9267 -3.1873 2.9829 0.3 2.4 0.7 -0.637
O 0.2494 7.3444 -3.8906 0.8 -0.6 1.7 -0.597
O -0.8226 -6.4488 -3.5820 0.1 2.0 1.2 -0.565
O 7.2443 5.8764 -2.8930 0.8 -1.1 -1.0 -0.584
O 5.0599 1.3664 1.7261 0.6 1.4 0.0 -0.562
O 1.5221 6.1480 -2.5631 -1.4 1.1 -0.6 -0.573
O 1.7352 -1.3468 3.0619 1.6 -1.2 0.5 -0.443
O 1.7087 0.4373 0.1048 -1.0 -1.1 1.9 -0.413
O -1.4464 -4.9123 -2.1455 0.6 -0.6 -0.5 -0.669
O -11.5342 -8.6941 4.0631 -1.0 1.0 -1.2 -0.576
O -7.5431 -3.8820 0.9784 2.2 3.3 2.9 -0.175
O -1.7877 -0.1908 -2.0231 -0.7 0.1 -1.3 -0.597
O -5.9754 -3.6690 2.4071 4.3 -0.6 0.5 -0.157
N -2.1701 0.1701 -3.1461 -0.6 -0.9 -0.5 0.893
N 5.5202 2.5169 1.6806 0.6 -0.6 0.8 1.064
N -12.1993 -8.0144 3.2672 -0.8 -1.0 0.9 0.958
N -6.9555 -3.0559 1.6713 -3.8 -2.4 -3.9 -0.076
N -0.6594 -5.3750 -2.9838 -0.5 -1.2 -0.4 1.034
N 0.7177 7.0672 -2.7771 0.0 -0.3 -1.1 1.034
N 7.8336 5.0815 -3.6392 0.4 1.4 -0.3 0.982
N -1.0836 -3.9277 1.1059 -4.3 0.1 -0.8 0.407
N -1.6059 -0.9142 5.7787 2.4 -4.5 -10.9 -0.505
N 2.7688 -1.9943 3.2821 0.4 -0.8 0.0 0.881
N -4.5385 -2.0266 4.1143 0.1 7.7 0.8 -0.722
N -3.6765 -4.0214 1.2677 2.8 2.4 2.5 0.161
C 4.8429 5.6515 -0.2798 -0.1 -0.4 0.1 -0.898
C -1.8431 1.5357 -3.5735 0.2 0.8 -0.2 -0.107
C -10.0785 -7.0056 2.4662 -0.1 0.0 0.0 -0.418
C -11.4952 -5.4028 0.6573 0.2 -0.3 0.3 -0.479
C 2.5765 -4.3067 -4.5696 -0.3 0.1 0.3 -0.508
C 1.9188 -2.6402 -2.9397 -0.1 -0.3 -0.1 -0.607
C -9.3949 -6.1312 1.6192 -0.4 -0.1 0.0 -0.251
C 7.9331 1.3554 -4.1231 -0.2 0.3 0.2 -0.469
C -12.1897 -6.2755 1.4974 0.1 0.0 0.0 -0.330
C -0.4724 9.4666 0.5254 0.0 -0.1 -0.1 -0.392
C -4.7231 -3.0882 1.9022 -1.8 2.3 -3.8 -0.435
C -2.2733 1.9930 -4.8262 0.0 0.0 0.0 -0.476
C -10.1021 -5.3355 0.7165 -0.1 -0.1 0.0 -0.331
C -4.7417 -0.7126 4.5539 3.4 -1.5 0.9 0.223
C -1.9408 3.2857 -5.2362 0.1 -0.2 0.4 -0.615
C 0.8936 -4.6795 2.5163 -1.5 0.7 0.1 -0.473
C -2.3717 -2.0497 2.4388 -1.1 -0.5 -2.3 0.995
C 3.7665 5.2445 -1.0699 0.2 0.1 0.1 -0.556
C 1.4443 -5.0637 -4.2622 0.0 0.0 0.0 -0.445
C -1.1851 4.1113 -4.4021 0.0 -0.1 0.0 -0.318
C 0.5458 -4.5964 -3.2932 0.8 0.5 -0.2 -0.174
C 3.8508 3.0394 -0.0793 0.1 0.0 0.1 -0.001
C -1.3824 -1.4397 4.5910 -2.8 0.9 7.3 0.439
C 4.9248 3.4539 0.7205 -0.4 0.7 -0.6 -0.205
C -1.8157 -0.8038 1.4774 0.8 0.3 -0.2 -0.689
C 5.4274 4.7581 0.6201 0.0 0.0 0.1 -0.453
C 6.3229 1.8746 -2.3896 0.3 0.1 -0.3 -0.214
C -0.7643 3.6560 -3.1516 -0.2 -0.3 -0.1 -0.494
C -1.0100 9.7111 -0.7394 0.3 -0.3 0.0 -0.482
C 4.8139 0.7033 4.9155 0.0 -0.4 -0.1 -0.619
C 3.8840 -1.3004 3.9373 0.6 0.4 0.4 0.075
C 2.8098 -3.0980 -3.9118 -0.1 -0.1 0.0 -0.480
C -0.5960 -5.1208 1.8965 2.5 -1.5 0.4 -0.322
C 8.2047 2.7151 -4.2870 0.0 0.0 0.1 -0.375
C 6.9973 0.9383 -3.1752 0.0 0.2 0.0 -0.623
C -1.0930 2.3663 -2.7295 0.0 0.0 -0.1 -0.045
C 6.1507 -1.3115 4.7732 -0.4 0.1 -0.1 -0.585
C 0.8288 7.6314 -0.3633 0.0 0.0 0.0 -0.043
C -11.4766 -7.0788 2.3973 0.5 0.7 -0.6 0.024
C 0.7815 -3.3871 -2.6257 0.0 0.0 0.0 0.066
C -2.4551 -3.4534 1.5329 1.5 -1.3 -0.5 -1.237
C 0.4416 8.4290 0.7152 -0.1 0.0 -0.4 -0.679
C 3.2728 3.9425 -0.9735 0.3 0.1 0.3 -0.529
C 5.0851 -1.9838 4.1716 0.0 0.0 0.0 -0.311
C 0.2535 0.4471 0.3404 -1.3 -0.3 0.2 0.415
C -3.9751 -1.8807 2.7198 -2.7 -0.5 1.4 1.625
C 6.0148 0.0282 5.1405 -0.2 0.0 -0.1 -0.465
C -0.1691 -0.6604 1.5078 -0.8 1.5 0.3 0.354
C 3.7422 0.0423 4.3120 0.1 0.0 0.0 -0.065
C 7.5338 3.6524 -3.4894 -0.2 -1.0 0.1 -0.532
C 6.5883 3.2369 -2.5424 0.1 0.0 0.0 0.590
C -0.6282 8.9220 -1.8262 0.0 0.0 0.0 -0.454
C 0.2954 7.8858 -1.6344 -0.2 0.5 0.8 0.145
H 4.7147 1.7465 5.2072 0.0 -0.2 -0.1 0.412
H -1.2977 -5.4630 2.7688 1.1 0.7 -1.9 0.236
H 8.9367 3.0241 -5.0300 -0.2 0.1 0.3 0.441
H 6.2635 5.0916 1.2312 -0.2 -0.3 -0.1 0.477
H 3.6911 -2.5086 -4.1589 -0.2 -0.1 0.1 0.452
H 0.8550 8.2437 1.7043 -0.1 0.0 -0.2 0.389
H 2.1090 -1.6986 -2.4293 -0.1 -0.2 0.0 0.553
H 5.2070 -3.0278 3.8912 -0.2 0.3 0.0 0.426
H 3.2764 -4.6577 -5.3250 -0.2 0.0 0.2 0.377
H -0.1769 4.3059 -2.5066 -0.1 -0.2 -0.1 0.385
H -1.1748 -4.1857 0.0778 0.1 0.2 1.4 0.094
H 1.2768 -6.0035 -4.7838 -0.1 0.2 0.2 0.459
H 5.5929 1.5418 -1.6550 0.1 0.1 -0.1 0.366
H 0.6583 -4.3148 3.6212 0.9 -0.9 -2.2 0.141
H 2.8140 0.5834 4.1405 0.2 -0.3 0.0 0.419
H 1.2854 -3.7084 1.9512 -1.2 -2.7 1.0 -0.060
H -9.5643 -4.6593 0.0542 -0.2 -0.2 0.1 0.385
H -2.8602 1.3607 -5.4892 0.2 0.0 0.3 0.453
H -0.0762 1.5504 0.6401 0.6 -2.3 -0.3 0.170
H 6.7930 -0.1233 -3.0471 0.0 0.2 0.0 0.415
H -0.7575 2.0263 -1.7522 -0.2 0.0 -0.3 0.532
H -0.3956 -6.0118 1.1300 -0.8 1.9 1.7 0.316
H 2.4346 3.6323 -1.5937 0.2 0.0 0.1 0.534
H -13.2751 -6.3186 1.4368 0.3 -0.2 0.2 0.432
H 0.0951 -3.0150 -1.8680 0.1 -0.2 -0.3 0.470
H -5.1009 -2.5174 0.9238 0.9 -0.9 2.1 0.450
H -1.7240 10.5198 -0.8787 0.2 -0.2 0.0 0.378
H 6.8503 0.5498 5.6042 -0.2 -0.1 -0.1 0.407
H -9.5128 -7.6190 3.1641 -0.4 0.0 -0.1 0.416
H 0.3963 -1.6819 1.4101 -1.4 2.2 -0.1 -0.163
H -2.2381 0.2449 1.8519 0.5 -2.6 -0.7 0.382
H -2.1489 -0.9805 0.3528 0.4 0.3 2.4 0.137
H 5.2239 6.6670 -0.3629 0.0 -0.3 0.0 0.492
H 3.4545 2.0283 -0.0159 0.2 0.2 0.1 0.553
H -3.8577 -4.9229 0.7315 0.4 1.6 0.8 0.350
H 1.6827 -5.5422 2.4621 -1.6 1.7 0.3 0.393
H 2.1218 0.0393 0.9428 -0.8 0.9 -1.8 0.245
H 7.0893 -1.8314 4.9533 -0.2 0.1 -0.1 0.388
H -0.3814 0.1924 -0.6314 2.0 0.5 1.9 -0.487
H 3.3089 5.9468 -1.7646 0.4 -0.3 0.3 0.792
H -0.9215 5.1157 -4.7292 0.0 -0.2 0.1 0.400
H -0.7670 10.0895 1.3684 0.1 -0.1 -0.2 0.383
H -12.0394 -4.7773 -0.0468 0.1 -0.2 0.2 0.367
H 6.0567 3.9539 -1.9203 0.3 0.0 -0.3 0.228
H 1.5421 6.8267 -0.1990 -0.2 0.1 -0.2 0.417
H -8.3094 -6.0720 1.6605 -0.3 -0.1 0.0 0.402
H -1.0538 9.1274 -2.8063 0.2 -0.2 0.2 0.444
H 0.1038 -0.1326 2.5423 -0.7 -1.4 -2.3 0.280
H 8.4535 0.6198 -4.7326 -0.1 0.2 0.1 0.375
H -2.2675 3.6488 -6.2081 0.0 -0.1 0.2 0.397
```
Forces are in eV/Å.

Its net charge is +1.

---

Computed values of DFT total energy (unit: eV) for the preceding records, in sequence: -167372.1300; -124019.6736.
Computed values of energy above the lowest of the compared OMol25 structures with the same formula, charge and spin (unit: eV) for the preceding records, in sequence: 0.062; 5.017.